Below is a 3-piece molecular cluster, C3H8O overall in a non-equilibrium geometry, with properties calculated with wB97M-V/def2-TZVPD.

E_HOMO: -8.3 eV
LUMO: 0.45 eV
ΔE to the lowest compared entry with this formula, charge and spin: 5.3124 eV
Total charge: 0

Bonds (Å) are listed after each position.
Atoms and positions in Å:
1 C -1.561 0.380 0.000  H4 1.102, H7 1.097, H10 1.090, C12 1.539
2 H 0.402 1.154 -0.782  C12 1.189
3 C 0.970 0.334 0.561  H9 1.104, O11 1.246, C12 1.465
4 H -2.167 -0.527 0.158  C1 1.102
5 H 0.993 -2.327 -0.179  no bonds
6 H 2.293 -1.461 -0.081  no bonds
7 H -1.659 0.977 0.914  C1 1.097
8 H 0.004 -0.611 -1.215  C12 1.097
9 H 0.704 1.087 1.324  C3 1.104
10 H -2.022 0.938 -0.815  C1 1.090
11 O 2.143 -0.083 0.535  C3 1.246
12 C -0.100 0.140 -0.421  C1 1.539, H2 1.189, C3 1.465, H8 1.097

Charge distribution, natural (NBO) scheme, values in e:
1. C -0.62
2. H 0.26
3. C 0.44
4. H 0.23
5. H -0.34
6. H 0.22
7. H 0.21
8. H 0.28
9. H 0.14
10. H 0.22
11. O -0.59
12. C -0.46